This record from the Open Molecules 2025 dataset describes a 3-piece molecular cluster, C12H30NO8PS2 overall. The level of theory is ωB97M-V/def2-TZVPD.

The SMILES is [H]/N=C(\C)CPOC[C@H](C)O.CCOS(C)(=O)=O.CCOS(C)(=O)=O. The orbital gap comes out at 9.37 eV.

```
! RIJCOSX wB97M-V def2-TZVPD def2/J DEFGRID3
* xyz 0 1
S 3.88 1.39 7.01
S 0.87 -0.59 0.35
P -2.49 0.42 -6.25
O -3.74 0.39 -5.17
O 2.84 1.12 6.07
O 0.01 0.59 1.00
O 3.80 2.54 7.85
O -4.52 -2.57 -5.04
O 2.24 -0.45 0.76
O 5.27 1.39 6.24
O 0.19 -1.83 0.58
N -1.68 -1.19 -3.05
C -1.13 -0.06 -5.08
C 5.54 3.67 5.36
C 4.18 -0.03 8.01
C 0.70 0.69 3.37
C 0.69 -0.10 -1.32
C -4.96 -0.23 -5.55
C -1.29 -2.64 -4.98
C -5.30 -1.43 -4.69
C -1.39 -1.31 -4.28
C -5.12 -1.16 -3.20
C -0.41 0.42 2.38
C 5.37 2.20 5.05
H -1.22 1.14 2.50
H 0.31 0.69 4.38
H 1.06 0.92 -1.43
H -4.96 -0.51 -6.60
H -6.04 -1.35 -2.66
H -2.62 -0.84 -6.88
H -4.34 -1.81 -2.79
H 3.32 -0.14 8.67
H 1.29 -0.79 -1.91
H -6.35 -1.65 -4.88
H 6.38 3.82 6.05
H -4.83 -0.13 -3.01
H -1.84 -2.11 -2.64
H -5.76 0.51 -5.42
H 4.27 -0.90 7.36
H -0.36 -0.17 -1.61
H 5.08 0.13 8.58
H -4.80 -2.89 -5.89
H 5.75 4.22 4.44
H -0.83 -0.57 2.50
H -0.20 -0.15 -5.64
H 4.49 2.02 4.42
H -1.05 0.77 -4.38
H 6.24 1.81 4.52
H -1.50 -2.58 -6.05
H 1.17 1.66 3.18
H -0.28 -3.03 -4.83
H 4.65 4.09 5.82
H 1.48 -0.07 3.31
H -1.98 -3.35 -4.54
*
```

Atomic partial charges in e from the Löwdin method, atoms 1 to 6:
1. S 0.56
2. S 0.56
3. P 0.91
4. O -0.43
5. O -0.28
6. O -0.26

***

This record from the Open Molecules 2025 dataset describes C41H53FGe2IrN4O7S as an isolated structure in a non-equilibrium geometry. The level of theory is ωB97M-V/def2-TZVPD.

The orbital gap (spin up / spin down) comes out at 5.08 / 5.29 eV.

```
! RIJCOSX wB97M-V def2-TZVPD def2/J DEFGRID3
* xyz 2 2
Ir -2.05 -0.34 -1.64
Ge -0.97 -3.99 -3.89
Ge -0.08 -1.64 -0.79
S -3.86 1.30 -3.58
F 3.12 1.30 3.12
O -3.45 0.13 0.01
O -5.10 1.80 -3.09
O -2.01 -2.39 -3.25
O -0.74 0.96 0.01
O -4.80 1.77 0.68
O -3.61 1.30 -4.99
O -3.15 -3.26 -4.89
N -3.57 -0.26 -3.05
N -1.90 3.55 2.91
N 4.37 3.96 7.01
N 2.40 3.21 5.12
C 3.59 -7.00 -3.38
C -0.22 -3.27 -5.67
C 2.96 4.55 5.09
C 1.89 1.86 3.10
C -0.20 -2.11 1.20
C 3.37 2.24 5.59
C 0.58 -3.45 -1.37
C 3.77 2.60 7.02
C -2.82 2.94 2.13
C -2.49 2.12 -2.76
C -1.17 1.59 0.99
C 1.45 -6.03 -3.87
C 1.02 1.47 2.12
C 0.61 -4.09 -2.53
C 3.81 -6.01 -2.43
C 0.29 3.41 3.96
C -2.70 3.17 -1.90
C -4.05 -1.29 -3.88
C -3.72 1.24 0.54
C 2.41 -7.00 -4.11
C -2.85 4.34 5.05
C 0.60 -2.02 -5.42
C -2.53 1.96 1.23
C -2.16 -5.55 -3.25
C -1.26 -3.15 1.47
C -0.11 2.38 -2.57
C -2.39 -5.50 -1.75
C 2.42 -0.80 -2.32
C -0.26 2.04 2.04
C -1.20 1.71 -3.11
C -2.32 4.71 3.68
C 2.86 -5.05 -2.19
C 3.39 4.95 6.50
C -1.60 3.83 -1.36
C -0.63 3.03 2.98
C 1.64 -5.06 -2.88
C -0.31 3.44 -1.68
C -3.03 -2.40 -4.05
C 1.55 2.84 4.06
C 0.87 4.15 -1.09
C 1.74 -0.67 -0.97
H 1.79 -0.42 -3.12
H 1.30 3.54 -0.30
H -1.76 4.66 -0.70
H 4.34 -7.76 -3.56
H 4.49 1.88 7.41
H 2.92 1.25 5.60
H -4.96 -1.74 -3.47
H -2.85 -4.56 -1.45
H -1.45 -5.63 -1.21
H -1.08 1.00 -3.92
H -3.71 3.48 -1.67
H 2.39 -1.06 -0.18
H -4.30 -0.89 -4.88
H -0.02 -1.24 -4.97
H -2.12 3.78 5.63
H 4.73 -6.01 -1.86
H 0.99 -1.64 -6.36
H 3.05 -4.28 -1.46
H -3.05 -6.32 -1.47
H -3.85 3.26 2.22
H -1.48 5.40 3.76
H -1.06 -4.07 0.91
H 1.64 4.30 -1.85
H -3.75 3.72 4.95
H -1.07 -3.08 -6.32
H 2.54 4.96 7.18
H 0.40 -4.05 -6.11
H -3.11 5.24 5.59
H 4.70 4.22 7.95
H 3.82 4.61 4.42
H 1.55 0.38 -0.77
H 2.20 5.25 4.74
H 1.30 0.71 1.41
H -2.24 -2.77 1.17
H -1.31 -3.40 2.53
H 0.54 -6.03 -4.46
H 3.85 5.94 6.48
H 2.89 2.61 7.67
H 0.90 2.10 -2.84
H 0.78 -2.46 1.54
H 1.17 -3.86 -0.55
H -3.11 5.22 3.11
H 2.67 -1.84 -2.53
H -0.44 -1.20 1.75
H 5.19 3.95 6.38
H 4.28 2.20 4.98
H 3.35 -0.23 -2.33
H 0.59 5.11 -0.68
H 1.44 -2.23 -4.76
H 0.01 4.13 4.71
H -1.66 -6.48 -3.53
H 2.24 -7.75 -4.86
H -3.09 -5.47 -3.80
*
```

Atomic partial charges in e from the Löwdin method, atoms 1 to 6:
1. Ir 1.26
2. Ge 1.14
3. Ge 0.96
4. S 0.62
5. F 0.07
6. O -0.09

***

This record from the Open Molecules 2025 dataset describes C24H19AgIN5O2S as an isolated structure. The level of theory is ωB97M-V/def2-TZVPD.

The orbital gap comes out at 5.43 eV.

```
! RIJCOSX wB97M-V def2-TZVPD def2/J DEFGRID3
* xyz -2 1
I -3.65 -1.87 -1.62
Ag -1.23 0.26 -0.99
S -3.30 1.84 -0.91
O 0.88 1.03 0.50
O -0.16 3.07 3.73
N -3.64 4.05 -2.35
N -0.51 2.78 -1.33
N -1.46 3.62 -1.90
N -1.34 3.01 1.79
N -1.90 -1.11 2.37
C -0.80 0.94 2.89
C 3.11 3.21 -1.35
C 4.35 2.74 -0.95
C 0.25 -1.14 3.41
C 0.68 3.24 -1.43
C 1.11 -1.61 -1.25
C 1.97 -2.72 -1.16
C -0.73 2.43 2.85
C 0.06 -4.17 -1.07
C -2.68 -4.63 -1.16
C -0.81 -3.03 -1.20
C -2.68 3.23 -1.74
C 1.46 -3.98 -1.05
C -2.21 -3.35 -1.27
C -0.85 -1.77 2.85
C 1.92 1.55 0.03
C 0.27 0.25 3.44
C 4.38 1.65 -0.07
C 3.23 1.08 0.40
C 1.91 2.65 -0.92
C -1.80 -5.71 -0.99
C -0.46 -5.49 -0.95
C -0.28 -1.70 -1.25
C -1.86 0.22 2.37
H -2.72 0.72 1.94
H 5.27 3.20 -1.31
H 3.06 4.05 -2.04
H -1.57 2.48 0.96
H 3.25 0.23 1.08
H -4.53 3.99 -1.87
H 2.10 -4.85 -0.96
H 1.10 0.80 3.84
H -3.30 4.99 -2.49
H 0.24 -6.31 -0.84
H 5.34 1.25 0.26
H -0.89 -2.85 2.77
H 0.81 4.19 -1.96
H -3.75 -4.80 -1.22
H -1.14 3.99 1.66
H 1.57 -0.63 -1.27
H 1.09 -1.72 3.78
H -2.21 -6.72 -0.89
H 3.04 -2.56 -1.15
*
```

Atomic partial charges in e from the Löwdin method, atoms 1 to 6:
1. I 0.82
2. Ag 0.52
3. S 0.39
4. O -0.11
5. O 0.01
6. N 0.00

***

Question: What is the formula in the third record?
Answer: C24H19AgIN5O2S